Entry 1:
Formula: C20H27BrO16S
Source: OMol25
Level of theory: ωB97M-V with the def2-TZVPD basis set

For the maximum force, the calculation gives 1.344 eV/A. The HOMO energy comes out at -9.295 eV.

Each line ends with the natural charge from an NBO analysis.
Cartesian coordinates (Å):
C (2.293, 4.334, 0.351)  -0.3017
C (1.819, 3.237, 0.293)  0.2462
O (1.132, 2.101, 0.288)  -0.6691
S (0.028, 1.991, -1.019)  1.7757
O (0.194, 3.187, -1.808)  -0.8992
O (-1.430, 2.096, -0.276)  -0.6790
C (-1.668, 3.337, 0.393)  -0.2268
C (-2.890, 4.041, -0.207)  0.5239
O (-3.934, 3.510, -0.317)  -0.4714
Br (-2.691, 5.915, -0.763)  -0.0574
H (2.523, 5.363, 0.215)  0.2554
H (-1.944, 3.114, 1.428)  0.2649
H (-0.819, 4.021, 0.391)  0.2294
C (1.285, 2.677, -6.669)  -0.6275
C (0.907, 1.338, -6.087)  0.0649
C (-0.490, 1.261, -5.520)  -0.0966
O (-0.351, 0.244, -4.518)  -0.4938
C (0.942, 0.260, -4.107)  0.9691
O (1.355, -0.321, -3.158)  -0.5782
O (1.695, 1.038, -4.922)  -0.4906
H (0.719, 2.874, -7.580)  0.2201
H (1.093, 3.479, -5.954)  0.2246
H (2.348, 2.704, -6.904)  0.2314
H (1.080, 0.544, -6.820)  0.1807
H (-1.237, 0.973, -6.256)  0.2030
H (-0.801, 2.188, -5.032)  0.1921
C (-4.706, -1.625, 2.434)  -0.6254
C (-3.458, -0.826, 2.165)  0.0673
C (-2.173, -1.339, 2.791)  -0.1029
O (-1.431, -0.110, 2.945)  -0.4928
C (-2.315, 0.897, 3.066)  0.9771
O (-2.035, 2.013, 3.386)  -0.6085
O (-3.563, 0.479, 2.773)  -0.4959
H (-4.665, -2.582, 1.930)  0.2326
H (-4.837, -1.794, 3.505)  0.2099
H (-5.583, -1.078, 2.085)  0.2240
H (-3.332, -0.681, 1.088)  0.1902
H (-1.629, -2.043, 2.171)  0.2459
H (-2.321, -1.776, 3.783)  0.1733
C (6.639, 1.688, 2.453)  -0.6256
C (6.017, 2.091, 1.140)  0.0620
C (6.979, 2.188, -0.020)  -0.0936
O (6.340, 3.156, -0.859)  -0.4909
C (5.589, 3.953, -0.057)  0.9768
O (5.070, 4.961, -0.403)  -0.5755
O (5.514, 3.436, 1.194)  -0.4917
H (6.971, 0.651, 2.419)  0.2203
H (7.494, 2.325, 2.690)  0.2147
H (5.921, 1.800, 3.264)  0.2333
H (5.178, 1.431, 0.901)  0.1889
H (7.109, 1.247, -0.551)  0.2045
H (7.958, 2.575, 0.274)  0.1806
C (-2.838, -8.265, 1.810)  -0.6272
C (-2.881, -6.903, 2.454)  0.0631
C (-4.258, -6.300, 2.584)  -0.0940
O (-3.970, -4.894, 2.564)  -0.4932
C (-2.823, -4.726, 1.866)  0.9853
O (-2.392, -3.676, 1.501)  -0.6010
O (-2.226, -5.917, 1.633)  -0.4854
H (-3.290, -9.012, 2.462)  0.2248
H (-3.369, -8.262, 0.857)  0.2192
H (-1.809, -8.557, 1.604)  0.2350
H (-2.367, -6.924, 3.419)  0.1869
H (-4.763, -6.574, 3.507)  0.2095
H (-4.905, -6.532, 1.735)  0.1883

---

Entry 2:
Formula: C27H40B2N5O4S
Source: OMol25
Level of theory: ωB97M-V with the def2-TZVPD basis set

For the maximum force, the calculation gives 7.742 eV/A. The charge is +1. The HOMO energy comes out at -11.118 eV. The value obtained for the relative energy (zero: lowest compared OMol25 entry of this formula, charge and spin) is 474.9 kJ/mol.

Each line ends with the Löwdin charge.
Cartesian coordinates (Å):
C (-2.611, -3.374, -4.245)  -0.1268
O (-3.057, -3.479, -2.847)  -0.2592
C (-1.947, -3.288, -1.893)  -0.2144
C (-1.316, -4.783, -1.521)  -0.1738
C (-0.709, -4.862, 0.013)  -0.2147
C (0.938, -5.006, -0.075)  -0.2294
C (1.652, -4.916, 1.433)  -0.1890
C (1.879, -3.296, 1.782)  -0.1772
C (1.517, -2.909, 3.335)  -0.1233
N (0.562, -1.745, 3.496)  -0.0209
C (0.411, -0.437, 2.751)  -0.3950
S (1.446, 0.148, 1.302)  0.7534
N (-0.658, 0.519, 3.236)  0.0917
C (-1.305, -0.163, 4.425)  0.0597
B (-2.502, 0.557, 5.295)  -0.3804
O (-3.841, 0.005, 5.580)  0.0704
O (-2.173, 1.894, 5.897)  0.0381
C (-0.527, -1.597, 4.579)  0.0688
B (-0.942, -2.614, 5.808)  -0.3147
C (-2.464, -2.920, 6.351)  -0.0435
O (0.198, -3.290, 6.515)  0.0047
H (-3.446, -2.894, -4.939)  0.1068
H (-2.449, -4.479, -4.653)  0.1061
H (-1.616, -2.772, -4.390)  0.0934
H (-1.095, -2.573, -2.278)  0.1199
H (-2.378, -2.819, -0.885)  0.1263
H (-0.446, -5.056, -2.292)  0.1213
H (-2.141, -5.613, -1.600)  0.1212
H (-1.041, -3.909, 0.634)  0.1050
H (-1.093, -5.867, 0.523)  0.1204
H (1.302, -4.152, -0.796)  0.1126
H (1.255, -6.034, -0.580)  0.1253
H (2.692, -5.487, 1.304)  0.1209
H (1.012, -5.472, 2.239)  0.1068
H (1.258, -2.717, 0.974)  0.0832
H (3.056, -3.135, 1.669)  0.1327
H (2.490, -2.706, 3.961)  0.1571
H (0.974, -3.850, 3.829)  0.1395
H (1.620, 1.565, 1.344)  -0.0617
H (-0.915, 1.454, 2.851)  0.1336
H (-4.035, -0.826, 5.055)  0.1117
H (-2.982, 2.489, 5.836)  0.1180
H (-3.249, -3.093, 5.499)  0.0833
H (-2.530, -3.836, 7.112)  0.1029
H (-2.835, -1.981, 6.983)  0.0998
H (0.056, -4.264, 6.331)  0.1134
N (2.514, 1.733, -1.553)  0.0369
C (3.164, 2.855, -1.935)  -0.1434
C (2.643, 3.783, -2.822)  -0.0860
C (1.380, 3.546, -3.356)  -0.0694
C (0.687, 2.399, -2.983)  -0.0668
C (1.290, 1.532, -2.086)  -0.1736
H (4.147, 2.993, -1.494)  0.1072
H (3.208, 4.668, -3.092)  0.1040
H (0.939, 4.250, -4.056)  0.1135
H (-0.298, 2.186, -3.381)  0.1051
H (0.788, 0.625, -1.761)  0.0811
N (-2.562, 3.432, 2.012)  0.0363
C (-2.573, 4.117, 3.177)  -0.1613
C (-3.296, 5.282, 3.378)  -0.0635
C (-4.050, 5.780, 2.321)  -0.0612
C (-4.057, 5.097, 1.108)  -0.0615
C (-3.305, 3.938, 1.005)  -0.1453
H (-1.967, 3.691, 3.970)  0.0853
H (-3.270, 5.790, 4.336)  0.1084
H (-4.628, 6.691, 2.440)  0.1135
H (-4.634, 5.459, 0.265)  0.1090
H (-3.281, 3.368, 0.080)  0.1042
N (4.312, 5.258, -7.556)  0.0555
C (4.768, 4.438, -8.528)  -0.1457
C (4.918, 3.069, -8.374)  -0.0748
C (4.583, 2.504, -7.147)  -0.0782
C (4.112, 3.323, -6.126)  -0.0813
C (3.993, 4.681, -6.377)  -0.1564
H (5.019, 4.926, -9.465)  0.1040
H (5.286, 2.458, -9.189)  0.1030
H (4.688, 1.435, -6.988)  0.1052
H (3.843, 2.914, -5.159)  0.0807
H (3.627, 5.361, -5.614)  0.0921

---

Entry 3:
Formula: C3H2Cl2GaO4Tl
Source: OMol25
Level of theory: ωB97M-V with the def2-TZVPD basis set

For the maximum force, the calculation gives 6.194 eV/A. The charge is +4. The HOMO energy (alpha / beta) comes out at -27.341 / -27.137 eV. The value obtained for the relative energy (zero: lowest compared OMol25 entry of this formula, charge and spin) is 0.0 kJ/mol.

Each line ends with the natural charge from an NBO analysis.
Cartesian coordinates (Å):
Tl (3.384, -0.167, -0.598)  1.4212
Ga (-1.238, 0.696, 0.385)  1.3976
Cl (-0.066, 0.541, -1.467)  -0.3027
Cl (-0.006, 1.285, 2.077)  0.3314
C (-2.599, -0.585, 1.341)  0.5123
C (2.548, -1.103, -2.833)  0.4875
C (2.985, -2.668, 0.580)  0.4953
O (-3.294, -1.351, 1.856)  -0.1127
O (2.355, -1.395, -3.909)  -0.2001
O (3.108, -3.726, 0.987)  -0.2316
O (-2.145, 2.575, 0.381)  -0.9548
H (-3.008, 2.816, -0.011)  0.5909
H (-2.025, 3.085, 1.211)  0.5656

---

Entry 4:
Formula: C5H13N2S
Source: OMol25
Level of theory: ωB97M-V with the def2-TZVPD basis set

For the maximum force, the calculation gives 3.366 eV/A. The charge is +1. The HOMO energy (alpha / beta) comes out at -12.681 / -12.803 eV. The value obtained for the relative energy (zero: lowest compared OMol25 entry of this formula, charge and spin) is 500.5 kJ/mol.

Each line ends with the natural charge from an NBO analysis.
Cartesian coordinates (Å):
C (-2.220, -0.647, 0.952)  -0.2001
C (-1.266, -0.729, -0.981)  -0.2158
C (-0.833, -1.168, 0.421)  -0.4342
C (2.971, -0.242, -0.273)  -0.4325
C (0.345, 2.655, 0.589)  -0.4387
N (1.712, -0.895, 0.011)  -0.6815
N (-2.495, -0.213, -0.420)  -0.6057
S (0.554, -0.241, 1.011)  0.8602
H (-2.927, -1.360, 1.301)  0.2190
H (-2.224, 0.223, 1.669)  0.2021
H (-0.691, 0.091, -1.405)  0.1882
H (-1.364, -1.514, -1.616)  0.2022
H (-0.701, -2.198, 0.585)  0.2629
H (3.698, -1.025, -0.114)  0.2379
H (3.205, 0.541, 0.479)  0.2235
H (3.070, 0.153, -1.225)  0.2243
H (-0.622, 2.614, 0.060)  0.2129
H (1.288, 2.359, 0.039)  0.1757
H (0.522, 2.735, 1.703)  0.2073
H (-3.303, -0.544, -0.871)  0.3796
H (1.406, -1.409, -0.804)  0.4127

---

Entry 5:
Formula: H2O2
Source: OMol25
Level of theory: ωB97M-V with the def2-TZVPD basis set

For the maximum force, the calculation gives 4.925 eV/A. The HOMO energy comes out at -10.402 eV. The value obtained for the relative energy (zero: lowest compared OMol25 entry of this formula, charge and spin) is 272.0 kJ/mol.

Each line ends with the natural charge from an NBO analysis.
Cartesian coordinates (Å):
O (0.444, 0.454, -0.658)  -0.4237
O (-0.753, 0.052, -0.084)  -0.3622
H (1.027, -0.298, -0.697)  0.4468
H (-0.717, -0.208, 1.439)  0.3392

---

Entry 6:
Formula: C35H54N2P
Source: OMol25
Level of theory: ωB97M-V with the def2-TZVPD basis set

For the maximum force, the calculation gives 4.134 eV/A. The charge is +1. The HOMO energy comes out at -9.567 eV.

Each line ends with the Löwdin charge.
Cartesian coordinates (Å):
C (-2.880, -1.316, -4.459)  -0.1929
C (-3.627, -1.986, -3.299)  -0.1815
C (-2.904, -1.936, -1.946)  -0.1985
C (-2.372, -0.532, -1.609)  -0.3863
P (-1.540, -0.234, 0.103)  1.3331
C (-3.284, -0.738, 0.966)  -0.3277
C (-3.382, -0.287, 2.432)  -0.2147
C (-4.484, -1.060, 3.194)  -0.1899
C (-5.865, -1.010, 2.542)  -0.1978
C (-5.835, -1.124, 1.014)  -0.1798
C (-4.649, -0.416, 0.321)  -0.2073
C (-0.823, -1.936, 0.336)  -0.4168
C (0.446, -2.049, -0.494)  -0.2033
C (1.192, -3.346, -0.194)  -0.1768
C (1.532, -3.444, 1.295)  -0.1940
C (0.260, -3.411, 2.149)  -0.1826
C (-0.687, -2.247, 1.843)  -0.2138
C (-1.558, 0.066, -2.747)  -0.2265
C (-2.300, 0.048, -4.097)  -0.1828
H (-2.066, -1.970, -4.797)  0.1162
H (-3.562, -1.190, -5.306)  0.1143
H (-4.613, -1.511, -3.205)  0.1151
H (-3.830, -3.031, -3.569)  0.1188
H (-3.600, -2.334, -1.193)  0.1045
H (-2.096, -2.676, -2.002)  0.1139
H (-3.237, 0.144, -1.513)  0.0972
H (-3.266, -1.840, 0.988)  0.1091
H (-2.430, -0.409, 2.961)  0.0962
H (-3.631, 0.780, 2.485)  0.1204
H (-4.177, -2.111, 3.269)  0.1112
H (-4.545, -0.710, 4.231)  0.1167
H (-6.480, -1.825, 2.940)  0.1146
H (-6.357, -0.070, 2.809)  0.1133
H (-5.802, -2.191, 0.748)  0.1147
H (-6.792, -0.772, 0.592)  0.1225
H (-4.847, 0.662, 0.358)  0.1257
H (-4.735, -0.697, -0.735)  0.0833
H (-1.552, -2.660, -0.054)  0.1038
H (0.223, -1.985, -1.573)  0.1142
H (1.070, -1.170, -0.275)  0.0763
H (0.577, -4.203, -0.490)  0.1211
H (2.099, -3.383, -0.797)  0.1144
H (2.090, -4.365, 1.501)  0.1162
H (2.196, -2.611, 1.570)  0.1044
H (-0.292, -4.355, 2.008)  0.1201
H (0.527, -3.375, 3.213)  0.1166
H (-0.343, -1.354, 2.381)  0.0749
H (-1.669, -2.474, 2.300)  0.1076
H (-1.360, 1.113, -2.502)  0.0739
H (-0.586, -0.441, -2.850)  0.1118
H (-1.601, 0.391, -4.864)  0.1132
H (-3.099, 0.797, -4.052)  0.1180
C (3.931, 3.056, -5.201)  -0.0549
N (4.232, 2.197, -4.080)  -0.1856
C (5.654, 1.937, -3.980)  -0.0545
C (3.307, 1.796, -3.161)  -0.2095
C (1.935, 2.112, -3.347)  -0.0007
C (0.999, 1.817, -2.363)  -0.0665
C (1.295, 1.139, -1.164)  -0.2447
C (0.227, 1.072, -0.047)  -0.1469
C (1.026, 1.254, 1.265)  -0.2686
C (1.454, 0.293, 2.198)  -0.0627
C (2.154, 0.642, 3.363)  -0.0025
C (2.632, 1.969, 3.564)  -0.2148
N (3.388, 2.287, 4.652)  -0.1995
C (3.885, 1.309, 5.597)  -0.0539
C (3.864, 3.624, 4.938)  -0.0620
C (2.319, 2.932, 2.555)  0.0002
C (1.549, 2.551, 1.464)  -0.0504
C (2.670, 0.779, -1.012)  -0.0222
C (3.640, 1.091, -1.968)  0.0043
H (2.914, 2.947, -5.576)  0.0748
H (4.124, 4.115, -4.959)  0.1076
H (4.629, 2.774, -6.008)  0.0902
H (5.879, 0.911, -3.683)  0.0900
H (6.059, 2.106, -4.989)  0.0843
H (6.163, 2.642, -3.305)  0.1026
H (1.587, 2.654, -4.233)  0.1004
H (-0.011, 2.179, -2.513)  0.0933
H (-0.412, 2.061, -0.209)  0.1372
H (1.276, -0.775, 2.023)  0.0709
H (2.352, -0.150, 4.093)  0.0948
H (3.371, 0.353, 5.506)  0.0653
H (4.971, 1.146, 5.467)  0.1039
H (3.727, 1.701, 6.613)  0.0930
H (3.111, 4.388, 4.722)  0.0869
H (4.102, 3.650, 6.016)  0.0891
H (4.793, 3.871, 4.392)  0.1005
H (2.704, 3.954, 2.622)  0.1047
H (1.361, 3.278, 0.674)  0.1222
H (2.997, 0.285, -0.091)  0.1208
H (4.693, 0.840, -1.762)  0.1087

---

no.,E (Ha)
1,-4954.28631
2,-2075.03143
3,-3432.13150
4,-705.57532
5,-151.46526
6,-1816.60305